17 unconnected molecules or ions with the total composition C84H216N14O31 at a distorted geometry. Source: the OMol25 dataset; level of theory: wB97M-V/def2-TZVPD.

Summary:
Largest force on an atom: 4.19 eV/A
Molar mass: 1918.7 g/mol
Calculated total energy: -6427.95993 hartree
Spin multiplicity: 1
Kohn-Sham gap: 8.6944 eV
HOMO: -0.2984 hartree

The geometry in XYZ format:
```
345
Properties=species:S:1:pos:R:3:forces:R:3:mulliken_charge:R:1
C -10.66862 2.22255 -3.98492 1.765 0.748 -0.612 -0.777
O -10.52921 0.88284 -3.62482 -0.584 -0.334 -0.372 -0.350
C -10.74370 -0.09966 -4.65784 0.842 -0.403 1.098 -0.829
C -12.18971 -0.59014 -4.62041 1.022 0.422 0.854 0.067
N -12.50129 -1.13841 -3.33575 -1.477 -1.773 0.892 -0.065
C -13.91925 -1.57783 -3.09877 1.632 0.629 -0.448 -1.063
C -13.90293 -2.92345 -2.44431 0.154 -0.620 0.372 0.262
O -15.21331 -3.35081 -2.14540 0.149 -1.128 0.609 -0.202
C -15.35378 -4.80622 -2.15994 -1.559 1.620 0.294 0.116
H -9.89485 2.45724 -4.71588 -0.089 -0.091 -0.898 0.330
H -10.24358 2.84296 -3.19591 -0.911 -0.092 0.657 0.303
H -11.61583 2.58368 -4.38552 -0.310 -0.286 0.381 0.272
H -9.99061 -0.83212 -4.36719 -0.546 -0.804 0.245 0.290
H -10.34131 0.13331 -5.64369 -0.600 0.975 -0.259 0.445
H -12.33650 -1.40927 -5.32439 -0.192 0.457 -0.603 0.066
H -12.79830 0.30229 -4.76634 -0.394 0.021 -0.849 0.166
H -12.01500 -0.86768 -2.49293 -0.022 0.499 -0.492 0.277
H -14.40415 -1.79791 -4.04983 -0.023 0.658 -0.251 0.178
H -14.47129 -0.81044 -2.55613 -0.307 -0.118 0.090 0.409
H -13.27456 -2.96124 -1.55447 0.141 0.144 0.300 0.029
H -13.43854 -3.59495 -3.16649 0.087 -0.262 -0.123 0.015
H -15.25911 -5.07797 -3.21127 0.295 -0.802 0.380 0.051
H -16.36074 -4.96571 -1.77433 -0.700 0.184 -0.841 0.068
H -14.90736 -5.40327 -1.36474 1.646 0.354 -0.566 -0.343
C -22.96198 -11.51513 -6.35225 2.116 1.017 -0.539 -0.871
O -24.12460 -11.96950 -6.91190 -2.235 -0.840 1.053 -0.095
C -23.98336 -12.31128 -8.24818 0.951 0.421 -1.668 -0.808
C -25.25566 -12.66447 -8.98851 -0.899 3.011 1.627 -0.394
N -26.06072 -11.42782 -9.36513 -1.232 -0.478 -0.891 -0.325
C -27.42343 -11.91483 -9.78521 2.239 -1.162 -0.357 -0.024
C -27.40339 -12.45405 -11.21190 0.732 0.216 1.519 -1.060
O -28.63035 -13.09692 -11.28482 -2.056 -0.044 -1.702 -0.291
C -29.52337 -12.58551 -12.28249 0.356 -0.233 0.360 -0.828
H -22.16263 -12.25192 -6.27299 -0.111 -0.637 0.106 0.402
H -22.99202 -10.99140 -5.39679 -0.952 -0.345 0.094 0.179
H -22.54287 -10.79459 -7.05457 0.336 0.528 -0.058 0.352
H -23.31525 -13.15886 -8.40096 0.395 -0.218 0.339 0.426
H -23.52392 -11.44281 -8.72016 0.265 0.093 -0.524 0.448
H -25.81695 -13.13126 -8.17909 -0.419 -1.206 -0.588 0.218
H -25.05774 -13.16144 -9.93822 -0.047 -0.470 0.591 0.276
H -26.33377 -10.81386 -8.61107 0.966 -0.201 0.794 0.008
H -28.27687 -11.24660 -9.67025 0.380 0.354 0.126 0.542
H -27.56444 -12.83043 -9.21085 -0.803 0.118 0.435 0.101
H -26.66609 -13.25257 -11.29472 0.418 0.270 -0.194 0.314
H -27.14624 -11.63297 -11.88107 -0.539 -0.160 -0.600 0.425
H -29.50416 -11.49575 -12.29480 0.128 0.141 -0.109 0.341
H -30.55162 -12.87416 -12.06458 0.147 -0.249 0.232 0.250
H -29.25678 -12.98927 -13.25922 0.021 0.138 -0.187 0.326
C -30.05789 -7.26844 -9.49178 -1.477 1.191 -0.415 -1.044
O -28.82257 -7.71348 -9.00162 0.303 0.677 -0.594 -0.169
C -27.78989 -6.90717 -9.66928 0.694 -1.865 -0.458 -1.125
C -26.36468 -7.35339 -9.15754 -1.551 1.035 0.346 0.259
N -25.98295 -6.40209 -8.10590 -0.095 0.510 -0.094 -0.360
C -24.68274 -6.55340 -7.47625 1.204 -0.673 -0.112 -0.053
C -23.42738 -5.87345 -8.14970 0.175 -0.852 -0.721 -0.774
O -22.42379 -5.49164 -7.23145 0.267 -0.400 0.597 -0.128
C -21.10006 -5.28060 -7.78803 -1.440 1.294 0.495 -0.191
H -30.17591 -7.21997 -10.57428 0.802 -0.260 -0.466 0.360
H -30.29030 -6.24804 -9.18704 0.435 0.450 0.258 0.369
H -31.00030 -7.74908 -9.22918 0.688 -1.139 0.867 0.333
H -28.03805 -5.84660 -9.62803 0.322 0.039 0.506 0.460
H -27.82212 -7.19673 -10.71963 -0.203 0.053 -0.297 0.453
H -25.61984 -7.45808 -9.94644 -0.116 0.456 -0.091 0.492
H -26.56133 -8.36293 -8.79664 0.301 -0.350 0.290 -0.221
H -26.65487 -6.59351 -7.37654 -0.178 0.395 0.285 0.412
H -24.54820 -7.63280 -7.40635 0.876 -0.312 -0.045 -0.223
H -24.69544 -6.27350 -6.42287 -0.297 0.590 -0.141 0.200
H -23.67338 -5.05436 -8.82548 -0.556 0.403 0.211 0.302
H -22.89344 -6.57362 -8.79217 -0.477 -0.563 -0.402 0.405
H -20.39272 -5.47876 -6.98273 0.083 -0.358 -0.290 -0.257
H -21.07303 -4.21038 -7.99298 0.397 0.279 -0.066 0.342
H -20.88395 -5.73682 -8.75408 -0.125 -0.714 0.260 0.209
C -19.24221 -8.46804 1.91405 0.687 -0.423 -0.028 -0.886
O -20.59339 -8.81497 1.75978 -1.072 -1.003 0.654 0.368
C -21.16032 -9.98179 2.47845 -0.170 2.372 1.688 -0.264
C -21.27163 -9.79982 4.08810 0.971 -1.442 -3.808 -0.520
N -20.15259 -10.55401 4.69772 -1.911 1.936 0.712 -0.263
C -20.45576 -10.28472 6.08772 2.940 -0.135 1.751 -0.348
C -19.15152 -10.61405 6.79949 0.682 0.539 -0.280 -0.528
O -19.19724 -10.43430 8.16354 -0.835 -0.606 1.222 -0.393
C -19.71722 -11.52261 8.88054 0.726 -0.135 1.997 -0.828
H -18.77299 -8.28936 0.94658 -0.325 0.067 -0.438 -0.067
H -18.61849 -9.25276 2.34217 -0.213 -0.169 0.402 0.435
H -19.09346 -7.54760 2.47865 -0.271 -0.004 0.359 -0.004
H -20.62073 -10.88952 2.20838 -0.221 -0.056 -0.029 0.680
H -22.22447 -9.95703 2.24377 0.230 -0.346 -1.021 -0.347
H -22.23472 -10.18850 4.41899 -0.279 -0.259 -0.089 0.589
H -21.31891 -8.73191 4.30126 0.795 -0.095 0.177 -0.100
H -20.27696 -11.55334 4.62049 -0.219 -0.150 -0.766 0.277
H -21.21076 -10.90685 6.56837 -0.590 0.051 -0.283 0.261
H -20.63761 -9.22533 6.26866 -0.324 -0.106 -0.141 0.273
H -18.29766 -9.97698 6.56895 -0.339 0.257 -1.041 0.219
H -18.84466 -11.61892 6.50935 0.055 -0.445 0.130 0.390
H -20.54893 -11.28099 9.54234 -0.603 0.354 -0.582 0.284
H -18.95892 -11.73984 9.63280 0.315 -0.453 0.046 0.302
H -19.91282 -12.46477 8.36851 -0.055 0.301 -0.621 0.354
C -26.30510 -3.07265 4.31047 -0.042 1.432 0.015 -0.892
O -25.51339 -3.95627 3.54820 -0.190 1.390 -2.144 -0.397
C -25.30818 -3.47784 2.15076 0.836 0.378 0.065 0.512
C -24.19253 -2.41776 2.01209 -0.660 -0.746 0.716 -1.324
N -23.00252 -2.93581 2.68054 -1.065 0.522 -0.794 0.433
C -21.93442 -1.97518 2.63494 2.227 -0.751 0.355 -1.141
C -20.59034 -2.78708 2.35109 -1.991 0.930 -0.689 -0.079
O -20.24712 -3.64587 3.41387 0.974 -0.249 -0.263 -0.478
C -19.09701 -4.43973 3.06249 -0.256 -0.387 0.077 -0.893
H -26.27206 -3.16573 5.39599 0.371 -1.064 -0.125 0.325
H -27.35451 -3.06701 4.01583 -0.028 -0.176 -0.204 0.302
H -25.89828 -2.07064 4.17418 -0.204 0.343 -0.216 0.302
H -26.15554 -3.08758 1.58703 -0.823 -0.044 0.869 0.533
H -24.99780 -4.33303 1.55041 0.167 -0.315 0.508 -0.681
H -24.49143 -1.43148 2.36706 -0.329 0.193 0.709 0.394
H -24.06201 -2.17628 0.95722 0.402 -0.706 -0.299 0.514
H -23.30624 -3.21126 3.60357 0.416 0.029 0.238 0.058
H -21.82613 -1.32735 3.50482 -0.028 -0.232 0.522 0.356
H -22.11770 -1.24785 1.84405 0.244 -0.324 -0.438 0.481
H -19.78809 -2.13912 1.99805 0.333 0.144 0.431 0.522
H -20.89621 -3.40220 1.50482 0.195 -0.186 -0.313 0.005
H -18.13999 -3.98298 3.31467 -0.119 0.296 0.196 0.405
H -19.05191 -4.72234 2.01073 -0.321 0.426 -0.374 0.348
H -19.17110 -5.41300 3.54762 0.101 0.188 0.508 0.375
C -11.19617 -6.61485 3.88958 0.123 -0.126 0.131 -0.656
O -12.13551 -5.58346 3.95637 -0.518 -0.087 1.690 -0.351
C -11.84333 -4.47012 3.21766 -1.171 1.290 -0.977 -0.867
C -11.90776 -4.73766 1.71012 0.571 0.679 -0.176 -0.563
N -12.95058 -5.57770 1.19485 -0.200 -0.908 -0.564 0.052
C -14.28100 -5.00640 1.18561 0.418 -1.137 1.261 -0.578
C -15.32526 -6.14894 1.05413 -0.163 -0.211 0.202 0.038
O -15.31930 -7.18238 2.07400 1.523 0.550 -0.418 -0.344
C -15.44529 -6.81207 3.45010 -0.613 -0.348 -0.897 -0.478
H -10.20829 -6.21954 3.65312 0.088 -0.181 -0.579 0.342
H -11.61431 -7.33173 3.18293 0.758 -0.406 -0.163 0.212
H -11.05544 -7.07937 4.86555 -0.433 -0.075 0.091 0.252
H -10.97542 -3.88666 3.52491 0.847 -0.555 -0.080 0.483
H -12.60796 -3.71634 3.40545 -0.582 -0.281 0.384 0.362
H -10.91926 -5.01368 1.34300 -0.067 -0.403 -0.189 0.491
H -12.11874 -3.75844 1.28035 0.288 0.238 -0.280 0.249
H -13.05468 -6.52366 1.53310 0.735 -0.001 0.412 0.263
H -14.24110 -4.19584 0.45794 -0.978 -0.084 -0.180 0.274
H -14.47180 -4.60998 2.18287 -0.336 0.716 0.099 0.478
H -15.17402 -6.78291 0.18046 0.066 0.411 -0.304 -0.079
H -16.32506 -5.71689 1.01114 -0.195 0.176 -0.082 0.251
H -14.83997 -5.95214 3.73684 -0.272 0.143 -0.039 0.277
H -15.12073 -7.65545 4.05958 0.028 -0.067 -0.187 0.222
H -16.52762 -6.72118 3.54185 -0.040 0.654 0.920 0.037
C -30.66589 -13.29182 -8.88351 0.449 0.613 2.519 -0.484
O -30.69416 -12.49689 -7.66181 -0.401 -0.224 0.239 -0.381
C -29.96757 -12.96825 -6.53047 0.637 1.558 0.190 -0.852
C -29.33122 -11.70756 -5.84375 0.764 -0.547 -0.673 -0.464
N -28.44780 -10.90212 -6.73683 -0.282 -0.244 0.839 0.394
C -28.07360 -9.58932 -6.20161 1.677 -0.292 -0.825 -0.698
C -26.52470 -9.56207 -5.94569 -1.611 -0.723 0.810 0.333
O -26.19001 -8.44393 -5.11914 1.222 -0.949 -1.519 -0.596
C -24.79564 -8.52907 -4.74081 -0.980 0.066 0.236 -1.348
H -29.58968 -13.41295 -9.00681 -0.366 -0.326 -1.241 0.182
H -31.23729 -12.68012 -9.58166 0.519 -0.271 -0.332 0.177
H -31.16128 -14.24487 -8.69807 -0.042 -0.168 -0.247 0.327
H -29.17013 -13.67914 -6.74687 0.220 0.043 -0.678 0.331
H -30.58278 -13.49556 -5.80139 -0.464 0.137 0.014 0.440
H -28.68118 -12.02449 -5.02821 0.152 -0.551 -0.017 0.099
H -30.06250 -11.13025 -5.27804 -0.607 0.430 -0.605 0.416
H -28.68486 -10.80391 -7.71369 -0.842 -0.363 0.396 -0.028
H -28.56716 -9.33495 -5.26364 -0.190 -0.002 -0.075 0.230
H -28.29614 -8.87502 -6.99430 -0.208 0.452 0.415 0.050
H -25.94433 -9.73746 -6.85150 0.183 1.152 -0.543 -0.047
H -26.27746 -10.51980 -5.48774 -0.068 -0.152 0.931 0.095
H -24.53819 -7.49050 -4.53301 0.419 -0.294 0.530 0.096
H -24.09750 -8.94818 -5.46541 -0.356 0.272 -0.766 0.674
H -24.72169 -9.24474 -3.92200 0.124 0.408 0.638 0.946
C -22.37164 -4.81460 -4.10343 -0.305 0.650 1.282 0.599
O -22.57469 -3.95758 -2.93678 1.366 -1.136 0.676 -0.609
C -21.58880 -4.27795 -1.85475 0.710 0.285 -2.540 -0.203
C -20.16174 -3.98915 -2.35517 0.483 -0.832 0.482 -0.408
N -20.11660 -2.62241 -2.67612 0.077 2.248 -0.904 -0.182
C -18.82415 -2.00576 -2.84489 1.941 -1.318 -0.115 -1.607
C -17.92542 -2.60238 -3.98247 -1.527 2.498 1.336 0.807
O -18.60376 -2.13380 -5.14007 1.121 -0.747 -0.973 -0.516
C -18.05734 -2.76366 -6.30173 -0.370 -0.810 0.285 -0.317
H -23.12997 -4.56681 -4.84616 0.038 -0.055 0.226 0.316
H -22.44106 -5.84821 -3.76443 -0.241 -0.084 -0.244 -0.360
H -21.38883 -4.68463 -4.55652 0.078 0.172 -0.059 -0.133
H -21.56443 -5.33309 -1.58236 -0.897 -0.103 0.300 -0.285
H -21.71900 -3.55092 -1.05314 -0.568 -0.391 0.046 0.329
H -19.78241 -4.50638 -3.23647 -0.602 -1.056 0.171 -0.065
H -19.42285 -4.24686 -1.59640 -0.079 -0.010 0.518 0.820
H -20.45324 -2.66106 -3.62758 -0.815 0.931 -0.204 0.402
H -18.14800 -2.19448 -2.01105 -0.482 0.362 0.873 0.566
H -18.91993 -0.93720 -3.03753 -0.052 -0.062 0.125 0.389
H -17.76245 -3.66800 -3.82127 -0.292 -0.219 -0.635 -0.174
H -16.97546 -2.08102 -3.86475 0.368 -0.197 -0.280 0.156
H -17.91410 -2.14995 -7.19108 -0.419 0.509 0.291 0.403
H -18.75623 -3.57320 -6.51221 0.175 -0.241 -0.580 0.047
H -17.08582 -3.20698 -6.08331 0.132 -0.042 0.029 0.002
C -27.66464 -9.14162 -2.15524 0.022 0.949 0.052 -0.375
O -27.53289 -10.39810 -1.59227 1.287 -0.531 1.565 -0.512
C -27.52152 -11.52262 -2.45153 1.085 -0.319 0.809 0.581
C -26.78887 -12.80700 -1.76280 -1.858 -0.270 0.332 -0.656
N -27.84701 -13.78048 -1.42445 -0.001 -0.148 -0.403 -0.320
C -27.48732 -14.84183 -0.47986 -2.103 0.429 -1.043 -0.609
C -28.77777 -15.71256 -0.31426 1.605 -0.011 1.399 -0.692
O -29.69303 -14.94189 0.49905 1.047 -0.541 0.628 -0.272
C -30.72923 -15.68156 1.19457 -0.301 0.153 -3.197 -0.845
H -28.53631 -9.06414 -2.80508 -0.019 -0.024 -0.377 0.416
H -26.75327 -8.78657 -2.63633 0.012 -0.287 -0.618 -0.134
H -27.79473 -8.41891 -1.34972 -0.249 -0.225 0.238 0.307
H -27.02948 -11.29414 -3.39694 0.180 0.077 -0.094 -0.701
H -28.59491 -11.59642 -2.62610 -0.032 -1.442 -0.443 0.735
H -26.25131 -12.70016 -0.82061 0.198 1.587 0.050 0.077
H -26.05336 -13.35060 -2.35579 -0.143 0.491 -0.793 0.378
H -28.61876 -13.28401 -1.00253 -0.155 0.128 -0.010 0.271
H -27.30061 -14.45625 0.52242 0.419 0.061 0.257 0.292
H -26.63154 -15.41124 -0.84252 -0.105 -0.140 -0.060 0.449
H -28.35359 -16.57509 0.19975 -0.539 -0.363 0.802 0.403
H -29.16731 -16.16239 -1.22750 -0.457 0.766 -0.312 0.385
H -31.42392 -14.97880 1.65459 0.565 -0.080 0.457 0.260
H -30.48392 -16.59467 1.73694 0.649 0.490 0.517 0.303
H -31.24192 -16.02648 0.29664 -1.014 -0.678 0.312 0.341
C -19.64642 -12.10907 -3.78303 -0.461 1.886 0.360 -0.728
O -18.27683 -12.13098 -3.97114 0.937 0.089 0.522 0.131
C -17.75811 -13.40412 -3.85060 2.345 -1.413 -1.765 -0.936
C -16.19556 -13.36367 -3.93850 -1.734 -0.859 1.061 -0.330
N -15.77132 -12.79547 -2.69090 1.475 0.631 -0.669 -0.242
C -14.34225 -12.48556 -2.74391 -0.937 0.538 2.130 -0.261
C -14.07140 -11.83075 -1.37870 1.073 -0.589 0.214 -1.115
O -14.64500 -10.55163 -1.25419 0.344 0.030 -1.175 0.118
C -14.44684 -9.97929 0.00458 -0.043 -0.299 0.473 -0.796
H -20.18552 -12.62604 -4.57689 -0.185 -0.206 0.151 0.304
H -19.84074 -11.03657 -3.79142 -0.704 0.044 -0.507 -0.085
H -19.94093 -12.36245 -2.76462 -0.080 -0.843 0.023 0.416
H -18.08250 -13.99391 -4.70793 -0.396 -0.352 -0.120 0.459
H -17.98801 -13.95924 -2.94116 -0.393 0.359 0.333 0.349
H -15.77518 -12.99712 -4.87499 -0.281 0.851 -0.100 0.008
H -15.78439 -14.37048 -3.86523 -0.432 -0.565 -0.396 0.455
H -16.28685 -11.97544 -2.40476 -0.097 0.251 -0.352 0.201
H -13.99483 -11.83052 -3.54286 -0.292 0.376 -0.302 -0.077
H -13.78170 -13.41240 -2.86582 0.081 -0.133 0.303 0.457
H -12.99828 -11.81133 -1.18861 0.458 0.485 -0.150 0.588
H -14.43455 -12.43649 -0.54846 -0.441 -0.512 -0.144 0.401
H -15.10697 -10.46721 0.72171 -0.627 0.482 0.183 0.429
H -14.56870 -8.90155 -0.10368 -0.286 -0.192 0.331 -0.206
H -13.47809 -10.18156 0.46144 0.636 0.085 -0.497 0.382
C -14.15773 -4.51422 -6.91704 0.710 -0.298 0.585 -0.779
O -15.25781 -5.11390 -7.50370 -1.492 -1.205 -1.445 0.106
C -15.53430 -4.90966 -8.93894 -0.592 1.234 1.074 -1.049
C -16.87998 -5.52131 -9.42103 2.125 -1.779 0.107 -0.054
N -16.78525 -6.99649 -9.42794 -0.184 -0.640 0.067 -0.425
C -18.07477 -7.57894 -9.84091 0.179 0.518 0.731 -0.253
C -18.59620 -7.00669 -11.13087 -0.988 0.275 0.077 -1.028
O -19.35436 -5.81063 -10.83092 0.233 0.331 -1.901 -0.159
C -19.50315 -5.02211 -12.04345 -0.178 0.420 1.040 -0.891
H -13.88311 -3.57858 -7.40413 0.271 0.036 0.094 0.563
H -13.33728 -5.21082 -6.74468 0.684 -0.212 -1.402 0.317
H -14.28792 -4.40110 -5.84077 -1.156 0.844 0.161 -0.225
H -14.74452 -5.14485 -9.65241 0.369 -0.921 0.469 0.354
H -15.57605 -3.82423 -9.02942 -0.418 0.365 -0.152 0.450
H -16.85319 -5.45211 -10.50850 -0.546 1.659 0.062 0.251
H -17.79197 -5.21055 -8.91131 0.123 0.657 -0.100 0.191
H -16.54968 -7.36757 -8.51860 0.109 -0.113 0.226 0.202
H -18.81541 -7.31732 -9.08519 -0.522 0.023 0.159 0.118
H -18.08584 -8.66883 -9.85094 0.565 -0.010 -0.198 0.424
H -19.31778 -7.67829 -11.59605 0.145 -0.371 -0.131 0.495
H -17.81387 -6.79086 -11.85852 0.243 0.022 0.012 0.490
H -19.80950 -5.53962 -12.95254 -0.049 -0.672 0.238 0.359
H -18.58805 -4.48147 -12.28510 0.340 -0.104 0.113 0.292
H -20.26106 -4.26158 -11.85565 -0.041 -0.093 0.203 0.238
C -23.38246 -12.77162 0.53641 0.878 -0.443 0.886 -0.100
C -22.83463 -12.44321 -0.85826 -1.122 -0.251 1.359 -0.062
O -23.72430 -11.53693 -1.45187 0.063 -1.087 -1.219 0.136
O -22.32287 -13.49149 1.22374 -0.019 0.519 -0.249 -0.561
H -24.34513 -13.28271 0.54810 0.167 -0.609 -0.507 0.241
H -23.64577 -11.86870 1.08732 0.504 0.447 0.120 -0.077
H -22.82500 -13.40494 -1.37118 -0.018 0.267 -0.605 0.388
H -21.80715 -12.08903 -0.77495 0.082 0.174 0.028 0.014
H -23.76182 -10.67607 -1.02864 0.359 0.401 0.141 0.074
H -22.55944 -14.26544 1.74010 -0.649 0.184 -0.195 0.317
C -24.01160 -8.31893 0.06450 0.372 2.127 0.842 -0.621
C -24.91785 -7.12691 0.00053 -0.531 2.057 1.325 1.083
O -26.15889 -7.55562 0.46406 -1.742 -1.332 0.462 -0.631
O -24.35924 -9.03876 -1.04214 0.126 -1.994 -1.343 -0.230
H -24.20919 -8.88071 0.97745 0.085 0.132 0.292 0.113
H -22.96733 -8.00674 0.05320 0.113 -0.203 -0.215 0.282
H -25.09622 -6.69825 -0.98564 0.870 -0.270 -0.465 0.358
H -24.67631 -6.29599 0.66335 1.005 0.093 0.042 -1.054
H -26.75663 -6.83311 0.66970 0.183 0.065 -0.081 0.355
H -25.19588 -9.43065 -0.78126 -0.736 -0.295 -0.576 0.124
C -23.76605 -6.34741 4.70111 0.380 -0.178 1.402 -0.589
C -22.70953 -6.48001 3.70319 0.147 -1.654 -2.368 0.903
O -21.43785 -6.29379 4.26180 0.209 0.461 -0.128 -0.575
O -25.02922 -6.29093 4.16151 -0.615 -1.294 -0.152 -0.593
H -23.46267 -5.40535 5.15784 -0.348 0.243 0.889 0.216
H -23.71069 -7.17265 5.41105 -0.142 0.174 0.354 0.328
H -23.10480 -5.91866 2.85658 1.069 1.468 -0.159 0.175
H -22.67907 -7.42153 3.15483 -0.217 -0.872 0.492 -0.407
H -20.98175 -5.57836 3.81264 -0.209 0.360 0.059 0.134
H -25.07705 -5.46558 3.67354 -0.469 0.186 0.115 0.407
C -13.52763 -10.69463 -8.05871 -0.295 -0.014 0.213 -1.669
C -14.69355 -11.19753 -7.19977 0.559 0.603 0.544 1.709
C -15.96415 -10.36579 -7.26538 -0.582 0.675 0.294 -1.110
O -15.83332 -8.93526 -7.15217 0.342 -0.694 0.300 0.122
C -15.34647 -8.53791 -5.82707 -0.186 0.604 -2.664 0.203
N -15.04121 -12.54887 -7.49677 -0.316 -1.868 -0.757 -0.645
H -12.59801 -11.11272 -7.67257 0.117 0.100 -0.040 0.404
H -13.46017 -9.60849 -8.12082 0.026 0.013 0.101 0.241
H -13.66882 -11.09196 -9.06384 0.025 0.156 -0.173 0.423
H -14.42357 -11.30033 -6.14875 0.446 0.650 0.204 -0.583
H -16.65272 -10.66863 -6.47654 0.030 -0.416 0.219 0.295
H -16.47462 -10.62716 -8.19232 0.000 0.523 -0.331 0.324
H -14.31922 -8.90059 -5.79058 -0.339 -0.546 1.028 -0.143
H -16.13001 -8.74161 -5.09724 0.706 -0.527 0.410 0.129
H -15.21692 -7.46095 -5.93420 -0.245 0.170 0.226 -0.353
H -15.20238 -12.72003 -8.47902 -0.743 0.614 -0.521 0.283
H -14.23413 -13.15223 -7.42841 0.391 -0.069 0.885 0.257
C -20.77914 -9.36696 -1.50720 -0.781 -0.759 1.105 0.107
C -20.50538 -8.12887 -2.29386 -0.574 0.073 -1.540 3.374
C -19.00184 -7.97544 -2.64661 0.127 0.674 0.301 -1.581
O -18.76899 -6.71159 -3.29915 -1.374 0.048 1.958 0.303
C -17.65068 -6.62131 -4.09240 0.245 -1.294 -1.059 -1.088
N -21.18417 -8.04089 -3.61092 0.997 0.389 -0.533 -0.508
H -21.73912 -9.85024 -1.68874 0.169 -0.264 -1.201 -0.532
H -21.05554 -9.05748 -0.49927 1.038 -0.083 0.468 -0.899
H -19.95738 -10.08293 -1.49298 -0.157 -0.138 0.047 0.640
H -20.88575 -7.36340 -1.61749 0.631 0.832 -0.201 -1.336
H -18.55766 -8.75856 -3.26104 -0.793 -0.439 -0.545 0.445
H -18.41108 -8.09809 -1.73883 0.124 0.614 0.499 0.232
H -16.72459 -6.94492 -3.61730 0.233 0.412 0.433 0.171
H -17.58045 -5.62990 -4.53992 0.079 -0.055 0.200 -0.095
H -17.79945 -7.36046 -4.87957 0.226 0.057 -0.702 0.761
H -20.88066 -7.13171 -3.92929 0.332 0.023 -0.637 0.093
H -22.17873 -7.97761 -3.77508 -0.369 -0.574 1.232 -0.125
C -12.31648 -8.33187 -3.58748 0.244 -1.152 0.083 -0.335
C -11.48226 -7.23840 -4.12319 1.187 1.163 -0.537 0.195
C -10.65340 -7.48050 -5.34305 -0.487 0.139 -2.408 -0.862
O -10.05409 -6.22330 -5.78365 -1.425 0.096 2.781 -0.275
C -9.30553 -6.29943 -6.92301 0.332 -1.306 -0.791 -0.752
N -12.37800 -6.09442 -4.33271 0.289 0.548 0.963 -0.039
H -12.93897 -8.00096 -2.75615 0.150 0.154 -0.002 0.163
H -11.61771 -9.08057 -3.21431 -0.397 -0.610 0.008 0.508
H -12.99161 -8.70839 -4.35594 0.145 -0.260 0.116 -0.380
H -10.62809 -7.08163 -3.46446 -0.421 0.866 1.152 0.073
H -11.32691 -7.83386 -6.12384 -0.223 0.092 -0.672 0.241
H -9.93101 -8.29357 -5.27107 0.447 0.178 0.491 0.569
H -8.90743 -5.35784 -7.30121 -0.394 0.274 0.484 0.237
H -9.97486 -6.73796 -7.66313 0.497 -0.209 -0.778 0.310
H -8.45668 -6.94172 -6.68844 0.345 -0.305 -0.644 0.291
H -12.10618 -5.45589 -5.06654 0.568 -0.300 -0.351 0.235
H -12.14506 -5.56560 -3.50434 -0.787 0.628 0.312 0.055
```
Positions in Å, forces in eV/Å.